<P>
{"formula": "C6H12Cl12", "method": "ωB97M-V/def2-TZVPD", "species": ["Cl", "C", "Cl", "H", "H", "Cl", "C", "Cl", "H", "H", "Cl", "C", "Cl", "H", "H", "Cl", "C", "Cl", "H", "H", "Cl", "C", "Cl", "H", "H", "Cl", "C", "Cl", "H", "H"], "xyz": [[-1.13, -4.16, -2.22], [-0.65, -4.47, -0.58], [0.43, -3.19, -0.08], [-1.60, -4.41, -0.04], [-0.09, -5.40, -0.49], [-4.62, 0.42, 3.85], [-4.48, -0.48, 2.34], [-5.64, 0.09, 1.08], [-3.49, -0.26, 1.95], [-4.57, -1.56, 2.46], [1.27, 0.66, 1.07], [-0.04, 0.24, -0.14], [-0.12, 1.56, -1.39], [0.21, -0.72, -0.58], [-1.01, 0.16, 0.35], [5.90, -1.08, 2.50], [4.44, -1.61, 1.64], [4.58, -1.43, -0.12], [4.21, -2.66, 1.77], [3.61, -0.94, 1.84], [0.03, 4.06, 2.78], [-0.76, 3.73, 1.27], [-2.17, 2.67, 1.49], [-1.11, 4.64, 0.77], [-0.04, 3.22, 0.64], [2.70, 2.61, -3.48], [1.24, 2.18, -4.39], [1.53, 1.60, -6.03], [0.67, 1.42, -3.85], [0.69, 3.12, -4.41]], "mulliken_charge": [-0.15, -0.26, -0.10, 0.25, 0.28, -0.13, 0.18, -0.15, -0.22, 0.31, -0.14, 0.33, -0.17, 0.11, -0.12, -0.15, 0.02, -0.16, 0.28, 0.00, -0.15, -0.06, -0.10, 0.34, -0.03, -0.14, -0.15, -0.17, 0.16, 0.29], "spin_multiplicity": 1, "smiles": "ClCCl.ClCCl.ClCCl.ClCCl.ClCCl.ClCCl", "homo_lumo_gap_ev": 10.89, "lumo_ev": 0.0, "homo_ev": -10.84}


<Q>
{"formula": "C6H12Cl12", "method": "ωB97M-V/def2-TZVPD", "species": ["C", "Cl", "Cl", "H", "H", "C", "Cl", "Cl", "H", "H", "C", "Cl", "Cl", "H", "H", "C", "Cl", "Cl", "H", "H", "C", "Cl", "Cl", "H", "H", "C", "Cl", "Cl", "H", "H"], "xyz": [[-0.19, 3.43, -1.10], [0.45, 4.47, 0.16], [-0.01, 1.67, -0.71], [-1.26, 3.64, -1.19], [0.33, 3.77, -2.00], [1.94, -1.43, 2.26], [0.67, -2.39, 1.50], [3.43, -2.45, 2.44], [2.19, -0.61, 1.59], [1.67, -1.11, 3.27], [-0.22, -0.11, 0.30], [-1.22, -0.53, -1.08], [1.47, -0.45, -0.07], [-0.40, 0.91, 0.62], [-0.45, -0.77, 1.14], [0.38, 1.45, 2.51], [0.43, -0.18, 3.21], [2.02, 1.92, 1.99], [-0.31, 1.55, 1.67], [0.00, 2.10, 3.30], [-0.23, -0.13, -3.23], [-0.20, -0.67, -4.92], [-0.02, 1.56, -3.03], [-1.18, -0.44, -2.80], [0.47, -0.77, -2.68], [-1.89, -2.85, -0.77], [-3.48, -3.64, -0.97], [-1.12, -3.07, 0.85], [-1.15, -3.08, -1.54], [-2.11, -1.79, -0.73]], "mulliken_charge": [-0.57, -0.16, 0.03, 0.35, 0.40, 0.05, 0.02, -0.27, 0.05, 0.21, -0.10, -0.24, -0.08, -1.14, 1.00, -0.05, -0.18, -0.09, 0.38, 0.43, 0.05, -0.21, -0.27, 0.18, 0.25, 0.01, -0.21, -0.21, 0.30, 0.08], "spin_multiplicity": 1, "homo_lumo_gap_ev": 8.71, "lumo_ev": -0.1, "homo_ev": -8.85}


Least stable structure among those shown: <Q>.